[1]
{
  "formula": "C5H10O",
  "method": "the ωB97M-V functional and the def2-TZVPD basis",
  "molar_mass_g_mol": 86.134,
  "smiles": "C[C@H]1CCC1=O.[H][H]",
  "homo_ev": -9.484,
  "e_above_lowest_kj_mol": 161.8,
  "lumo_ev": 0.97,
  "spin_multiplicity": 1,
  "species": ["C", "C", "C", "C", "C", "O", "H", "H", "H", "H", "H", "H", "H", "H", "H", "H"],
  "positions_angstrom": [[-0.3015, 1.3169, 0.9854], [-0.1218, -0.1207, 0.5220], [-1.3633, -0.9135, 0.0221], [-0.6301, -1.2838, -1.2933], [0.4742, -0.3163, -0.8751], [1.3942, 0.1925, -1.4597], [0.6655, 1.7756, 1.2137], [-0.7821, 1.9187, 0.2055], [-0.9278, 1.3617, 1.8829], [0.4520, -0.6972, 1.2600], [-1.6700, -1.7548, 0.6475], [-2.2275, -0.2631, -0.1440], [-0.2784, -2.3202, -1.3376], [-1.1226, -1.0399, -2.2391], [3.4621, 1.1292, 0.5825], [2.9771, 1.0150, 0.0272]],
  "atomic_forces_ev_per_a": [[0.01, 0.06, 0.02], [0.04, 0.07, 0.09], [-0.18, -0.03, 0.10], [0.00, -0.07, -0.14], [0.37, 0.17, -0.27], [-0.49, -0.25, 0.24], [-0.14, -0.07, -0.04], [0.05, -0.09, 0.11], [0.10, -0.02, -0.11], [-0.06, 0.06, -0.13], [0.04, 0.13, -0.10], [0.13, -0.08, 0.02], [-0.02, 0.15, 0.02], [0.07, -0.04, 0.13], [-0.02, 0.01, -0.01], [0.08, 0.02, 0.08]],
  "mulliken_charge": [-1.36, 0.39, -0.69, -0.42, 0.26, -0.55, 0.32, 0.34, 0.36, 0.30, 0.29, 0.27, 0.23, 0.28, 0.24, -0.26]
}

=====

[2]
{
  "formula": "C56H112F6O31",
  "method": "the ωB97M-V functional and the def2-TZVPD basis",
  "molar_mass_g_mol": 1395.469,
  "smiles": "CCOC(=O)C(F)(F)F.CCOC(=O)C(F)(F)F.C[C@H]1COC(=O)O1.C[C@H]1COC(=O)O1.C[C@H]1COC(=O)O1.COCCOCCOC.COCCOCCOC.COCCOCCOC.COCCOCCOC.COCCOCCOC.COCCOCCOC",
  "homo_ev": -8.987,
  "lumo_ev": 0.29,
  "spin_multiplicity": 1,
  "species": ["C", "C", "O", "C", "O", "C", "F", "F", "F", "H", "H", "H", "H", "H", "C", "C", "O", "C", "O", "C", "F", "F", "F", "H", "H", "H", "H", "H", "C", "C", "C", "O", "C", "O", "O", "H", "H", "H", "H", "H", "H", "C", "C", "C", "O", "C", "O", "O", "H", "H", "H", "H", "H", "H", "C", "C", "C", "O", "C", "O", "O", "H", "H", "H", "H", "H", "H", "C", "O", "C", "C", "O", "C", "C", "O", "C", "H", "H", "H", "H", "H", "H", "H", "H", "H", "H", "H", "H", "H", "H", "C", "O", "C", "C", "O", "C", "C", "O", "C", "H", "H", "H", "H", "H", "H", "H", "H", "H", "H", "H", "H", "H", "H", "C", "O", "C", "C", "O", "C", "C", "O", "C", "H", "H", "H", "H", "H", "H", "H", "H", "H", "H", "H", "H", "H", "H", "C", "O", "C", "C", "O", "C", "C", "O", "C", "H", "H", "H", "H", "H", "H", "H", "H", "H", "H", "H", "H", "H", "H", "C", "O", "C", "C", "O", "C", "C", "O", "C", "H", "H", "H", "H", "H", "H", "H", "H", "H", "H", "H", "H", "H", "H", "C", "O", "C", "C", "O", "C", "C", "O", "C", "H", "H", "H", "H", "H", "H", "H", "H", "H", "H", "H", "H", "H", "H"],
  "positions_angstrom": [[5.0475, 5.2756, 0.8303], [5.9583, 4.1011, 1.1087], [5.1821, 2.9711, 1.5116], [5.8527, 1.8585, 1.7019], [7.0404, 1.7293, 1.6562], [4.9118, 0.6841, 2.0597], [4.4697, 0.8570, 3.3286], [3.8384, 0.7324, 1.2653], [5.5267, -0.4537, 1.9612], [5.6194, 6.0768, 0.3682], [4.6009, 5.5835, 1.7735], [4.2299, 4.9919, 0.1632], [6.6424, 4.3993, 1.9090], [6.5921, 3.8268, 0.2630], [-7.1832, -6.2627, 2.3821], [-5.8699, -5.4923, 2.5547], [-6.0151, -4.1472, 2.0717], [-6.0178, -3.9801, 0.7855], [-5.6501, -4.7555, -0.0263], [-6.6547, -2.6229, 0.4236], [-5.6688, -1.7391, 0.1522], [-7.3767, -2.7628, -0.6981], [-7.3938, -2.1332, 1.3796], [-7.3792, -6.3956, 1.3153], [-8.0113, -5.7418, 2.8521], [-7.0146, -7.2561, 2.7984], [-5.0344, -5.9846, 2.0694], [-5.6702, -5.4083, 3.6206], [1.5560, 4.2939, 1.0659], [0.3212, 4.3980, 1.9115], [-0.4113, 5.7548, 1.7819], [-1.8042, 5.4118, 1.5141], [-1.8999, 4.0869, 1.2530], [-2.9037, 3.5019, 1.0356], [-0.6717, 3.5357, 1.2693], [1.8899, 3.2538, 1.0540], [2.3388, 4.9059, 1.5113], [1.4018, 4.6445, 0.0484], [0.4225, 4.0622, 2.9453], [-0.0451, 6.2410, 0.8857], [-0.4009, 6.4577, 2.6069], [4.2226, -3.2633, -2.8613], [3.7103, -2.8833, -1.5033], [3.3814, -4.1064, -0.6027], [4.3360, -4.0153, 0.4653], [4.9828, -2.8442, 0.4103], [5.6304, -2.3831, 1.2636], [4.7937, -2.2556, -0.7952], [4.5536, -2.4219, -3.4633], [3.4356, -3.8078, -3.3922], [5.0497, -3.9632, -2.7264], [2.8223, -2.2518, -1.5298], [3.5591, -5.0208, -1.1604], [2.3928, -3.9909, -0.1735], [-0.2233, 1.4566, -1.0738], [0.5444, 0.2510, -1.5336], [1.6916, -0.1529, -0.6035], [1.6584, -1.5993, -0.6005], [0.5375, -2.0144, -1.2459], [0.3150, -3.1330, -1.5269], [-0.2469, -0.9670, -1.5802], [-1.0363, 1.5961, -1.7931], [0.4012, 2.3442, -1.1100], [-0.6771, 1.2151, -0.1191], [0.9314, 0.3899, -2.5470], [1.5203, 0.1766, 0.4235], [2.6147, 0.2526, -1.0119], [1.6852, 0.8386, -6.3548], [2.5242, 1.9715, -6.2597], [1.9730, 3.0236, -5.5304], [1.6191, 2.6502, -4.1029], [2.6451, 2.0366, -3.3419], [3.7842, 2.8651, -3.2135], [4.6834, 2.3098, -2.1781], [5.2900, 1.1291, -2.6718], [5.5894, 0.1738, -1.6975], [2.0051, 0.2361, -7.2011], [0.6561, 1.1583, -6.5604], [1.7637, 0.2466, -5.4404], [1.0478, 3.4275, -5.9765], [2.7136, 3.8229, -5.5720], [0.7745, 1.9522, -4.1346], [1.1947, 3.5081, -3.5481], [3.4726, 3.8920, -2.9591], [4.3108, 2.9342, -4.1724], [4.0829, 2.1006, -1.2762], [5.4649, 3.0323, -1.8965], [4.6958, -0.3728, -1.3789], [6.0804, 0.6116, -0.8201], [6.2836, -0.5298, -2.1500], [1.6052, -5.1071, -4.0517], [2.4532, -6.2019, -4.3138], [1.9609, -7.4525, -3.9026], [2.8506, -8.0160, -2.8069], [2.6817, -7.3438, -1.5498], [1.5612, -7.7781, -0.8377], [1.1646, -6.8157, 0.2396], [2.3156, -6.4769, 0.9473], [2.1241, -5.6174, 2.0231], [0.6398, -5.2530, -4.5474], [2.0846, -4.2221, -4.4689], [1.4623, -4.9608, -2.9765], [2.0806, -8.1903, -4.7180], [0.8926, -7.4427, -3.6846], [3.8599, -7.7658, -3.1282], [2.6617, -9.0824, -2.6392], [1.6585, -8.8096, -0.4624], [0.7154, -7.8714, -1.5414], [0.4546, -7.3078, 0.9236], [0.5751, -5.9605, -0.1249], [1.6001, -4.6770, 1.7580], [3.0520, -5.2812, 2.4722], [1.4546, -6.0938, 2.7603], [-3.7884, 3.6564, -2.3868], [-5.0482, 4.2291, -2.0861], [-4.9680, 5.3078, -1.1934], [-6.1604, 6.2015, -1.3386], [-7.2675, 5.6175, -0.6813], [-8.3269, 6.5175, -0.5131], [-9.2923, 5.9598, 0.4676], [-8.7174, 5.9898, 1.7685], [-9.4695, 5.3471, 2.7494], [-3.1931, 3.4804, -1.4843], [-3.2013, 4.2617, -3.0979], [-4.0158, 2.7195, -2.8948], [-4.0138, 5.8504, -1.2634], [-4.9046, 4.9125, -0.1654], [-6.4039, 6.2508, -2.4115], [-5.9554, 7.1961, -0.9245], [-8.8478, 6.6955, -1.4651], [-7.9219, 7.4608, -0.1227], [-9.6671, 4.9738, 0.1504], [-10.2024, 6.5923, 0.5102], [-9.8064, 4.3477, 2.4214], [-10.3607, 5.9172, 3.0486], [-8.8544, 5.1398, 3.6245], [-1.0003, 5.7181, -1.9310], [0.2741, 6.0743, -1.4647], [0.5084, 7.4492, -1.3132], [1.8959, 7.6626, -0.7415], [1.7740, 7.8690, 0.6647], [2.9750, 8.3478, 1.2484], [2.8587, 8.0912, 2.7364], [2.7907, 6.6905, 2.9263], [2.5202, 6.3375, 4.2694], [-1.1122, 5.9437, -3.0014], [-1.7918, 6.1499, -1.3097], [-1.1119, 4.6319, -1.8958], [-0.2443, 7.8717, -0.6323], [0.3560, 7.9795, -2.2652], [2.4578, 8.4794, -1.2078], [2.5061, 6.7585, -0.8892], [3.0543, 9.4180, 1.0347], [3.8241, 7.7840, 0.8427], [1.8245, 8.4398, 2.9188], [3.5842, 8.5560, 3.4011], [3.2686, 6.7351, 4.9593], [2.4396, 5.2525, 4.3251], [1.5191, 6.7034, 4.5556], [-1.8559, -5.0461, 3.0828], [-2.6954, -6.1469, 2.7840], [-2.2639, -6.9583, 1.7466], [-2.2602, -6.3068, 0.3772], [-1.9084, -7.3156, -0.5487], [-1.9264, -6.8919, -1.8811], [-1.9890, -8.1544, -2.7427], [-1.5641, -7.9035, -4.0678], [-2.5844, -7.3333, -4.8710], [-0.8535, -5.4189, 3.3343], [-2.2997, -4.4767, 3.8913], [-1.7226, -4.3908, 2.2101], [-2.8883, -7.8553, 1.7285], [-1.2527, -7.3592, 1.9152], [-1.4782, -5.5405, 0.3523], [-3.2311, -5.8716, 0.1198], [-1.0484, -6.2806, -2.0964], [-2.8669, -6.3718, -2.1094], [-3.0209, -8.5221, -2.7943], [-1.3359, -8.9321, -2.3436], [-2.8813, -6.3639, -4.4609], [-3.4509, -8.0131, -4.8802], [-2.2697, -7.2358, -5.9054], [-2.0544, 1.7189, 5.3239], [-1.6317, 0.6165, 4.5574], [-0.6826, 0.9977, 3.6068], [-0.0370, -0.1843, 2.9405], [1.3444, -0.1382, 3.2317], [2.0241, -1.3549, 3.3059], [1.7957, -2.0957, 4.6202], [2.3027, -3.3913, 4.4383], [2.5476, -4.0597, 5.6608], [-2.3084, 2.5752, 4.6818], [-1.2172, 2.0696, 5.9524], [-2.8937, 1.4494, 5.9524], [0.1753, 1.5290, 4.0627], [-1.0755, 1.6948, 2.8542], [-0.1878, -0.1365, 1.8538], [-0.5087, -1.1023, 3.3055], [3.0938, -1.1535, 3.2746], [1.8322, -1.9913, 2.4283], [0.7199, -2.1452, 4.8664], [2.3107, -1.5223, 5.4018], [3.0451, -4.9924, 5.4251], [1.5827, -4.2235, 6.1565], [3.1706, -3.4376, 6.3104]],
  "atomic_forces_ev_per_a": [[-0.30, -0.71, 0.03], [0.78, 0.74, -0.07], [-0.67, 0.38, -0.14], [0.55, -0.55, 0.36], [0.09, 0.01, -0.11], [0.19, 1.33, 0.50], [0.09, -0.07, -0.07], [-0.34, -0.42, -0.28], [-0.24, 1.58, 0.63], [0.03, 0.12, 0.11], [-0.03, 0.33, -0.10], [0.10, 0.02, -0.10], [-0.02, -0.36, 0.07], [-0.20, -0.10, -0.07], [0.92, 0.10, -0.65], [-0.55, -0.65, 0.47], [-0.21, 0.22, 1.32], [-0.65, 0.56, 0.20], [0.49, -0.85, -1.34], [1.18, 0.00, -1.24], [-0.14, -0.06, 0.09], [-0.10, 0.07, 0.33], [-0.73, 0.36, 0.55], [-0.17, 0.02, 0.09], [-0.06, -0.11, 0.15], [-0.30, 0.03, 0.16], [0.03, 0.06, -0.04], [0.26, 0.25, -0.10], [0.69, -0.16, 0.63], [-1.42, 0.45, -0.97], [-0.34, -0.19, -0.75], [0.27, -0.21, 0.42], [1.08, 0.89, 0.41], [-0.63, -0.33, -0.32], [0.08, -0.49, 0.43], [0.09, 0.03, -0.02], [0.05, -0.05, 0.01], [-0.31, -0.01, -0.01], [0.19, -0.04, -0.07], [0.09, 0.19, 0.11], [0.17, -0.22, 0.26], [-0.13, -0.79, -0.12], [0.51, -0.92, -0.38], [0.65, 0.76, -0.57], [-0.35, -0.21, 0.15], [-1.06, -0.86, -1.64], [1.61, -1.30, 0.84], [-0.48, -0.09, 0.62], [-0.02, 0.19, 0.05], [0.42, 0.28, 0.12], [0.14, 0.05, -0.17], [1.54, -0.31, -0.52], [-0.41, -0.30, 0.32], [-0.13, -0.45, -0.13], [-0.77, -0.92, -0.88], [0.73, -0.52, -0.11], [-0.64, 0.24, 0.10], [-1.49, 1.34, 0.62], [-0.01, 1.81, 0.00], [-0.31, -1.59, 0.01], [0.04, 0.21, 0.17], [-0.07, 0.20, 0.12], [0.10, 0.02, 0.42], [0.10, 0.53, 0.34], [0.00, 0.03, 0.09], [0.18, 0.06, -0.08], [0.27, -0.41, 0.24], [0.00, 0.19, -0.07], [0.14, -0.17, -0.45], [0.06, 0.48, 0.34], [-0.65, -0.16, 0.53], [-0.32, 0.10, -0.19], [-0.25, 0.62, -0.79], [0.44, -0.72, 0.67], [-0.24, 0.88, -0.48], [-0.06, -0.11, 0.23], [0.21, 0.02, 0.02], [-0.07, -0.18, 0.21], [-0.27, -0.11, -0.02], [0.06, -0.18, -0.14], [-0.01, 0.04, 0.07], [0.26, -0.21, 0.03], [0.37, 0.19, -0.26], [0.01, -0.10, 0.19], [0.06, -0.12, 0.04], [0.13, -0.04, -0.05], [-0.12, 0.06, -0.06], [0.30, 0.50, -0.10], [0.05, 0.02, 0.03], [-0.05, -0.12, 0.05], [-0.23, -0.24, -0.08], [0.17, 0.16, -0.23], [0.35, -1.05, -0.28], [-0.72, 0.89, 0.83], [0.48, 0.20, -0.23], [-1.13, -0.68, -1.08], [-0.44, -0.23, 0.80], [0.92, 0.36, -0.20], [-1.32, 0.59, 0.52], [-0.10, 0.09, 0.11], [-0.21, -0.11, -0.11], [-0.12, 0.03, -0.01], [-0.11, 0.43, -0.13], [-0.05, 0.18, 0.22], [0.19, -0.49, 0.15], [0.29, -0.08, -0.32], [0.53, 0.20, 0.26], [-0.10, 0.17, 0.22], [0.12, -0.24, -0.17], [0.62, 0.32, -0.29], [0.06, -0.22, -0.29], [0.25, -0.46, -0.08], [0.33, 0.03, 0.18], [-0.36, -0.13, -0.23], [0.41, 0.01, -0.54], [0.64, -0.36, 1.29], [-0.36, -0.36, -0.41], [0.30, -0.16, 0.17], [0.30, 0.17, -0.17], [-1.26, 0.38, 0.94], [0.44, -0.24, -0.54], [-0.54, -0.87, 0.12], [-0.11, -0.12, -0.03], [-0.17, 0.18, 0.20], [0.18, -0.12, 0.17], [-0.20, 0.24, -0.64], [-0.33, 0.07, -0.07], [0.17, 0.43, 0.07], [0.01, -0.01, -0.08], [0.05, 0.13, 0.02], [-0.22, 0.12, -0.10], [0.49, -0.12, 0.31], [0.24, 0.00, -0.29], [-0.03, 0.25, -0.14], [0.11, 0.05, -0.04], [0.15, 0.41, -0.02], [-0.16, -0.32, -0.39], [0.51, -0.67, 0.07], [-0.51, 0.50, -0.30], [0.27, -0.35, 0.51], [0.04, 0.19, -0.24], [0.26, -0.44, 0.07], [-1.93, -0.40, -0.54], [0.71, -0.27, 0.29], [-0.81, 0.09, -0.27], [-0.19, 0.49, 0.20], [-0.03, 0.16, -0.21], [0.28, 0.02, 0.36], [0.17, 0.08, 0.11], [0.25, -0.15, -0.05], [-0.34, 0.20, -0.01], [-0.17, 0.02, -0.21], [0.34, 0.01, 0.07], [0.08, 0.25, -0.06], [0.40, 0.48, 0.65], [0.18, 0.20, -0.19], [0.03, -0.13, 0.03], [0.42, -0.02, -0.01], [0.25, 0.21, 0.09], [0.54, -0.30, -0.75], [-0.59, 0.55, 0.57], [0.52, -0.97, -0.47], [0.30, 0.01, -0.11], [-0.26, -0.33, 0.52], [-0.69, -0.62, -0.37], [0.27, 0.13, -0.40], [0.28, 0.05, -0.53], [-0.37, -0.37, 0.50], [-0.08, 0.17, 0.28], [-0.01, -0.09, 0.14], [-0.17, 0.04, 0.17], [-0.28, 0.21, -0.01], [-0.01, 0.24, 0.23], [-0.21, 0.31, -0.08], [-0.02, 0.08, 0.08], [0.02, 0.15, -0.27], [0.31, 0.58, 0.26], [0.07, -0.15, 0.38], [-0.04, 0.04, 0.08], [-0.12, 0.05, -0.26], [-0.03, 0.23, 0.07], [0.43, 0.09, 0.09], [0.76, 0.59, -0.08], [-0.38, -0.18, 0.12], [0.80, 0.91, -0.25], [-0.18, -0.56, -0.24], [0.21, 0.47, 0.16], [0.47, -0.66, -0.25], [-0.67, 0.15, -0.56], [0.48, -0.01, 0.08], [-0.50, 0.50, -0.18], [-0.28, -0.19, 0.00], [-0.20, -0.12, 0.07], [-0.11, -0.18, -0.05], [-0.34, 0.01, 0.24], [-0.43, -0.15, 0.16], [0.05, -0.13, 0.02], [0.06, -0.02, 0.00], [-0.02, 0.24, -0.15], [-0.28, -0.10, 0.22], [0.18, 0.10, 0.09], [0.00, -0.28, 0.15], [0.00, -0.15, 0.08], [0.16, -0.27, 0.19], [0.11, -0.13, 0.05]],
  "mulliken_charge": [-0.62, -0.83, 0.18, -0.56, -0.57, 1.13, -0.26, 0.17, -0.11, 0.57, 0.10, 0.00, 0.42, 0.42, -1.31, 0.27, -0.32, 0.42, -0.54, 0.81, -0.24, -0.26, -0.24, 0.31, 0.33, 0.44, -0.09, 0.34, 0.63, 0.09, 0.97, -0.44, 0.09, -0.59, 0.46, -0.23, -0.44, -0.11, 0.37, -1.02, 0.31, -1.29, 2.90, 0.92, -0.45, 0.49, -0.56, -0.39, 0.35, -0.23, 0.50, -1.28, -0.24, -0.52, -0.97, 0.99, 1.63, -0.14, -0.05, -0.49, -0.42, 0.37, -0.02, 0.21, -0.18, -0.30, -1.20, -0.52, -0.36, -0.93, -0.26, 0.30, -1.04, 0.55, -0.49, 0.00, 0.28, 0.30, 0.07, 0.45, 0.42, 0.47, -0.07, 0.40, 0.28, -0.34, 0.24, -0.24, 0.20, 0.38, -0.63, -0.44, 0.01, -0.88, -0.14, -0.31, 0.97, -0.40, -0.70, 0.36, 0.47, 0.14, 0.40, -0.04, 0.37, 0.39, 0.25, -0.17, -0.07, -0.47, 0.08, 0.23, 0.59, -0.38, -0.39, 0.43, -0.85, -0.18, -0.54, -0.60, -0.28, -0.76, 0.04, 0.25, 0.37, -0.14, 0.19, 0.26, 0.42, 0.29, 0.32, 0.37, 0.39, 0.31, 0.28, 0.25, -0.86, 0.04, -1.09, -0.22, -0.18, -0.53, -0.84, 0.09, -0.98, 0.52, 0.47, -0.17, 0.40, 0.51, 0.59, -0.07, 0.38, 0.23, 0.35, 0.49, 0.31, 0.23, 0.34, -0.61, -0.35, -1.00, 0.66, -0.50, 0.11, -1.05, -0.33, -0.80, 0.23, 0.33, 0.27, 0.25, 0.44, -0.18, 0.39, 0.00, 0.65, 0.50, 0.30, 0.32, 0.33, 0.28, -0.72, -0.47, -0.25, 0.58, -0.25, 0.42, -0.85, 0.05, -0.98, 0.22, 0.30, 0.28, 0.27, 0.03, -0.44, 0.35, 0.01, -0.25, 0.42, 0.30, 0.22, 0.35, 0.34]
}